{"formula": "ClH2PS", "method": "wB97M-V/def2-TZVPD", "symbols": ["P", "S", "Cl", "H", "H"], "xyz": [[0.827113, 0.463777, 0.046604], [-0.759096, -0.869340, 0.163375], [-3.039036, 0.551392, 0.138773], [1.651810, -0.327389, 0.993083], [1.319211, 0.181560, -1.341835]], "forces_ev_per_a": [[-0.04, -0.73, -0.32], [-1.74, 1.39, -0.15], [2.43, -1.21, 0.06], [-0.47, 0.61, -1.22], [-0.17, -0.06, 1.63]], "e_tot_ev": -32676.6831, "orbital_gap_ha": [0.2582, 0.2558], "relative_energy_kj_mol": 249.2, "mol_weight_g_mol": 100.51, "total_charge": 0}



{"formula": "ClH3N2S", "method": "wB97M-V/def2-TZVPD", "symbols": ["N", "N", "S", "Cl", "H", "H", "H"], "xyz": [[0.197638, 1.332530, 0.532673], [-0.120910, -0.833133, -0.728244], [0.797505, -0.088424, 0.457141], [2.591114, 0.376977, -0.801905], [1.231740, 2.207827, 1.034134], [-0.983166, -0.404229, -0.927660], [-0.274708, -1.852924, -0.528742]], "forces_ev_per_a": [[2.84, 2.64, 1.79], [0.77, -2.05, 1.37], [0.76, 1.16, -1.14], [0.23, -0.49, 0.12], [-3.86, -3.75, -1.64], [-1.14, 1.11, -0.36], [0.40, 1.39, -0.15]], "e_tot_ev": -26383.2220, "orbital_gap_ha": 0.3216, "relative_energy_kj_mol": 181.6, "mol_weight_g_mol": 98.56, "total_charge": 0}



{"formula": "ClH3NO2P", "method": "wB97M-V/def2-TZVPD", "symbols": ["N", "O", "P", "O", "H", "H", "Cl", "H"], "xyz": [[-1.158830, 0.126765, -0.059756], [-1.198921, 0.385259, 1.351642], [0.196838, 0.270912, 2.237759], [1.302423, -0.102350, 1.360678], [-1.412699, 0.835844, -0.580703], [-0.121874, -0.129403, -0.341873], [0.949994, -0.546685, -2.549305], [1.443069, -0.840343, -1.418442]], "forces_ev_per_a": [[4.43, -6.57, 2.44], [1.01, 0.58, -0.13], [-1.62, 0.16, -0.41], [0.55, -0.18, -0.48], [-1.77, 5.22, -2.42], [-2.83, 0.85, 1.07], [-0.11, 0.08, -0.46], [0.34, -0.14, 0.38]], "e_tot_ev": -27443.8883, "orbital_gap_ha": 0.3569, "relative_energy_kj_mol": 285.5, "mol_weight_g_mol": 115.46, "smiles": "NOP=O.Cl", "total_charge": 0}



{"formula": "ClH3NPS", "method": "wB97M-V/def2-TZVPD", "symbols": ["S", "N", "P", "Cl", "H", "H", "H"], "xyz": [[-1.589707, -1.076814, 0.581165], [-0.527190, 0.241633, 0.108257], [0.891041, 0.665146, 0.959609], [2.285933, -0.281012, -0.208920], [-1.440364, -1.587972, -0.648555], [-0.485786, 0.331849, -0.887286], [0.866070, 1.707170, 0.095728]], "forces_ev_per_a": [[0.69, 0.63, -0.80], [-0.68, -0.51, 1.65], [-1.29, -0.78, -0.40], [1.01, -0.62, -0.16], [-0.29, -0.70, 0.28], [-0.13, 0.25, -0.33], [0.68, 1.72, -0.24]], "e_tot_ev": -34184.8508, "orbital_gap_ha": 0.3424, "relative_energy_kj_mol": 119.2, "mol_weight_g_mol": 115.52, "smiles": "SNPCl", "total_charge": 0}



{"formula": "ClH3P2", "method": "wB97M-V/def2-TZVPD", "symbols": ["P", "P", "Cl", "H", "H", "H"], "xyz": [[-0.588318, -0.903568, -0.551000], [0.232157, 0.986301, 0.246653], [2.516384, -0.133151, 1.247365], [-1.223180, -1.163602, 0.811098], [-1.903441, -0.360969, -0.764114], [0.966400, 1.574989, -0.990001]], "forces_ev_per_a": [[-1.13, -0.42, 1.68], [2.96, 0.05, -0.18], [-2.48, 1.11, -1.22], [1.18, 0.04, -1.32], [0.47, 0.37, -0.46], [-1.00, -1.16, 1.49]], "e_tot_ev": -31146.5838, "orbital_gap_ha": 0.2866, "relative_energy_kj_mol": 123.2, "mol_weight_g_mol": 100.42, "total_charge": 0}



{"formula": "ClH4N2PS", "method": "wB97M-V/def2-TZVPD", "symbols": ["N", "N", "P", "S", "Cl", "H", "H", "H", "H"], "xyz": [[1.286709, -1.715502, 2.865890], [-0.308743, -0.156063, -1.451054], [1.404811, -2.693110, 1.711898], [0.035680, -3.563197, 0.661074], [3.179872, -3.060145, 1.160374], [-0.124404, 0.642224, -2.095014], [0.273192, -1.413080, 2.941970], [-0.185333, 0.102293, -0.426643], [-1.137970, -0.613417, -1.683867]], "forces_ev_per_a": [[-1.08, 1.31, 0.71], [2.50, 1.97, 1.13], [-3.45, -0.75, -1.15], [0.78, 0.35, 0.51], [2.21, -0.34, -0.27], [-0.35, -0.95, 1.11], [1.52, -0.58, 0.18], [-0.64, -0.42, -2.22], [-1.49, -0.60, 0.00]], "e_tot_ev": -35691.7273, "orbital_gap_ha": 0.3486, "relative_energy_kj_mol": 202.0, "mol_weight_g_mol": 130.54, "total_charge": 0}



{"formula": "ClH4PSi", "method": "wB97M-V/def2-TZVPD", "symbols": ["P", "Si", "Cl", "H", "H", "H", "H"], "xyz": [[-1.156717, -1.064443, 0.269033], [0.086194, 0.793854, 0.002683], [1.966763, 0.011816, 0.297748], [-0.985848, -1.087167, -1.127446], [-0.111224, -1.907703, 0.510492], [-0.156486, 1.552075, 1.232115], [0.357320, 1.701565, -1.184627]], "forces_ev_per_a": [[-1.58, 1.03, -0.82], [1.03, 0.15, 0.82], [0.80, -0.03, 0.01], [-0.30, -0.67, -0.41], [1.04, -0.41, 0.12], [-0.12, 0.55, -0.08], [-0.87, -0.63, 0.36]], "e_tot_ev": -29753.8589, "orbital_gap_ha": 0.3738, "relative_energy_kj_mol": 44.1, "mol_weight_g_mol": 98.54, "smiles": "P[SiH2]Cl", "total_charge": 0}



{"formula": "ClH5N2Si", "method": "wB97M-V/def2-TZVPD", "symbols": ["N", "N", "Si", "Cl", "H", "H", "H", "H", "H"], "xyz": [[1.027840, 1.230882, -0.039110], [-0.600893, -1.034863, -0.045999], [0.934039, -0.487650, 0.053399], [-3.017362, 0.247208, -0.207264], [0.237853, 1.774922, 0.222963], [1.779529, 1.823737, -0.198697], [-0.969653, -1.967970, 0.323936], [-1.563979, -0.446932, -0.299539], [2.172624, -1.139338, 0.190315]], "forces_ev_per_a": [[-0.75, -2.83, 0.42], [0.83, -2.57, 0.94], [-2.35, 2.76, -0.35], [-0.47, 0.37, -0.17], [-0.99, 0.13, 0.00], [1.78, 0.70, -0.35], [1.08, 1.75, -0.86], [-0.13, 0.40, 0.29], [1.00, -0.71, 0.08]], "e_tot_ev": -23461.5676, "orbital_gap_ha": 0.2942, "relative_energy_kj_mol": 245.8, "mol_weight_g_mol": 96.59, "total_charge": 0}



{"formula": "ClH5OSi2", "method": "wB97M-V/def2-TZVPD", "symbols": ["Si", "O", "Si", "Cl", "H", "H", "H", "H", "H"], "xyz": [[-0.510657, -0.161163, -1.087834], [0.593849, -0.084849, 0.073968], [0.097817, 0.431535, 1.982510], [-1.037807, -0.829599, 2.842559], [-1.094232, -1.569292, -1.004609], [-1.403095, 0.989746, -1.192556], [0.123751, -0.015133, -2.416714], [-0.515325, 1.603917, 1.366779], [1.315232, 0.226454, 2.672072]], "forces_ev_per_a": [[0.21, -1.16, -1.22], [-0.22, 0.89, 4.57], [2.22, 0.37, -6.39], [-2.39, -2.04, 1.32], [-0.28, 0.86, -0.14], [-0.74, 0.16, 0.55], [0.24, -0.27, -0.05], [-0.13, 0.55, 0.96], [1.10, 0.65, 0.38]], "e_tot_ev": -30407.1734, "orbital_gap_ha": 0.3891, "relative_energy_kj_mol": 172.5, "mol_weight_g_mol": 112.66, "smiles": "[SiH3]O[SiH2]Cl", "total_charge": 0}



{"formula": "ClH5OSi2", "method": "wB97M-V/def2-TZVPD", "symbols": ["O", "Si", "Si", "Cl", "H", "H", "H", "H", "H"], "xyz": [[-0.438153, -0.189379, -0.703290], [-1.614122, 0.597871, 0.056202], [1.809157, -0.856557, -0.061035], [2.770745, 0.648998, -0.903774], [-1.657948, 2.124610, 0.259862], [-2.805208, 0.255923, -0.807524], [-1.731178, 0.257622, 1.420969], [2.157301, -2.265838, -0.670435], [1.509407, -0.573248, 1.409028]], "forces_ev_per_a": [[0.30, 0.16, -1.19], [-2.09, 2.23, 0.30], [-0.35, -2.84, 0.67], [0.95, 1.26, -0.64], [0.47, -0.74, -0.85], [0.31, -0.10, 0.25], [-0.20, -0.93, 1.22], [0.08, 1.37, 1.02], [0.52, -0.41, -0.77]], "multiplicity": 3, "e_tot_ev": -30402.1756, "s2": 2.01, "orbital_gap_ha": [0.2459, 0.2674], "relative_energy_kj_mol": 5.5, "mol_weight_g_mol": 112.66, "total_charge": 0}



{"formula": "ClH6NSi2", "method": "wB97M-V/def2-TZVPD", "symbols": ["N", "Si", "H", "H", "H", "Si", "Cl", "H", "H", "H"], "xyz": [[3.280149, -1.204827, -0.170355], [2.214914, -0.570516, -1.253053], [3.598819, -2.150150, -0.417798], [1.435581, -1.499988, -2.107261], [1.496906, 0.673977, -0.942505], [-2.326015, 1.050765, 1.082405], [-2.091886, -0.280299, -0.382182], [-3.904950, 1.071704, 0.790955], [-2.186160, 0.716118, 2.606511], [-1.517359, 2.193214, 0.793284]], "forces_ev_per_a": [[-0.62, 0.65, -1.35], [0.29, -1.60, 1.78], [-0.15, 0.41, 0.14], [0.14, 0.36, -0.40], [0.29, 0.18, -0.17], [-3.23, -0.08, 1.78], [1.10, -1.44, -0.90], [1.65, 0.85, 0.81], [0.19, -0.09, -1.51], [0.33, 0.76, -0.19]], "e_tot_ev": -29863.4347, "orbital_gap_ha": 0.3440, "relative_energy_kj_mol": 299.3, "mol_weight_g_mol": 111.68, "smiles": "N=[SiH2].[SiH3]Cl", "total_charge": 0}



{"formula": "ClH8NaO8", "method": "wB97M-V/def2-TZVPD", "symbols": ["Na", "Cl", "O", "O", "O", "O", "O", "H", "H", "O", "H", "H", "O", "H", "H", "O", "H", "H"], "xyz": [[-5.953858, 0.226026, 1.489173], [-0.460976, 1.242192, 1.746192], [0.685701, 0.343403, 1.526787], [0.036614, 2.568833, 1.937841], [-1.290132, 1.200999, 0.598366], [-1.172855, 0.842230, 2.936451], [-0.786233, 1.882761, -4.747682], [-0.037378, 2.432843, -4.977562], [-1.114446, 2.254179, -3.928801], [1.408928, -2.836478, 5.885187], [0.550703, -2.412611, 5.888392], [1.347838, -3.496915, 5.195024], [3.707819, 1.682059, -2.219541], [3.035060, 1.527760, -1.556359], [4.087699, 0.818524, -2.381481], [-0.970237, -2.857264, -2.463389], [-1.353721, -2.008123, -2.682776], [-1.720525, -3.410417, -2.245822]], "forces_ev_per_a": [[0.44, 0.09, 0.03], [3.37, -0.77, 1.00], [-1.27, 0.56, 0.27], [-0.06, 0.70, 0.00], [-1.78, -0.19, -1.36], [-0.72, -0.38, 0.02], [-0.21, -0.17, -0.18], [0.24, 0.09, -0.05], [-0.03, 0.06, 0.27], [0.14, -0.08, 0.25], [-0.17, 0.22, -0.05], [0.05, -0.11, -0.21], [0.11, 0.22, -0.21], [-0.24, -0.01, 0.28], [0.09, -0.20, -0.03], [0.11, -0.15, -0.03], [0.04, 0.32, -0.05], [-0.12, -0.18, 0.06]], "e_tot_ev": -33439.2916, "orbital_gap_ha": 0.1673, "relative_energy_kj_mol": 238.7, "mol_weight_g_mol": 194.50, "total_charge": 0}



{"formula": "ClHN2O", "method": "wB97M-V/def2-TZVPD", "symbols": ["N", "N", "O", "Cl", "H"], "xyz": [[-3.999810, 1.026585, -0.165438], [-3.606637, 0.017820, 0.064058], [-3.249775, -1.015949, 0.397817], [0.177888, -1.259298, 0.180631], [0.049775, -0.292366, 1.178925]], "forces_ev_per_a": [[-0.36, 1.43, -0.71], [-0.96, 1.87, 0.01], [1.28, -3.31, 0.71], [-0.23, 1.93, 1.97], [0.26, -1.93, -1.97]], "e_tot_ev": -17564.3418, "orbital_gap_ha": 0.4496, "relative_energy_kj_mol": 98.9, "mol_weight_g_mol": 80.47, "smiles": "N#[N+][O-].Cl", "total_charge": 0}



{"formula": "ClHN2O", "method": "wB97M-V/def2-TZVPD", "symbols": ["N", "N", "O", "Cl", "H"], "xyz": [[-0.235989, -0.826109, -0.769955], [-1.204407, -0.427638, -0.390021], [-2.212490, 0.037629, 0.005702], [1.729135, 0.673085, -0.000831], [1.923753, 0.543034, 1.155105]], "forces_ev_per_a": [[-0.81, -0.84, -0.38], [0.27, -0.09, -0.34], [-0.44, 0.18, 0.29], [0.22, 1.15, -3.73], [0.76, -0.41, 4.16]], "e_tot_ev": -17564.0882, "orbital_gap_ha": 0.4463, "relative_energy_kj_mol": 123.3, "mol_weight_g_mol": 80.47, "smiles": "N#[N+][O-].Cl", "total_charge": 0}



{"formula": "ClHN2O2", "method": "wB97M-V/def2-TZVPD", "symbols": ["O", "N", "O", "N", "Cl", "H"], "xyz": [[-2.654766, 1.304438, 0.178029], [-1.542590, 1.042642, -0.022118], [-0.482111, 1.878723, -0.007019], [-0.996153, -0.070185, -0.262440], [-2.136728, -1.244877, 0.002625], [0.422928, 1.313081, -0.137399]], "forces_ev_per_a": [[-2.32, 2.37, 0.76], [4.40, -2.67, -0.95], [2.62, 2.55, -0.02], [-0.39, -1.81, 0.02], [-0.72, -1.75, -0.21], [-3.59, 1.31, 0.40]], "e_tot_ev": -19608.3513, "orbital_gap_ha": 0.3837, "relative_energy_kj_mol": 175.8, "mol_weight_g_mol": 96.47, "smiles": "[O-]/[N+](O)=N\\Cl", "total_charge": 0}



{"formula": "ClHNO2P", "method": "wB97M-V/def2-TZVPD", "symbols": ["N", "O", "O", "P", "Cl", "H"], "xyz": [[0.639786, 0.538529, 0.016453], [1.053351, -0.008790, 1.001210], [0.569331, 1.704790, -0.190909], [-0.005266, -0.652782, -1.197427], [-2.190669, 0.030958, 0.389404], [-0.066535, -1.612706, -0.018732]], "forces_ev_per_a": [[0.01, -0.88, -0.05], [1.04, 0.04, 1.32], [0.08, 1.43, -0.50], [-3.14, -0.61, 3.16], [1.76, -0.72, -1.95], [0.25, 0.74, -1.98]], "e_tot_ev": -27407.2384, "orbital_gap_ha": [0.2750, 0.2751], "relative_energy_kj_mol": 306.4, "mol_weight_g_mol": 113.44, "total_charge": 0}



{"formula": "ClHNO2P", "method": "wB97M-V/def2-TZVPD", "symbols": ["N", "O", "O", "P", "Cl", "H"], "xyz": [[-0.233512, -0.994748, 0.483080], [-0.176117, -1.970809, -0.205887], [-0.729627, -0.816284, 1.576431], [0.951358, 1.107957, -0.163993], [-0.569904, 2.314212, -0.355342], [0.757802, 0.359672, -1.334290]], "forces_ev_per_a": [[0.93, 2.36, 0.73], [-0.16, 0.25, 0.31], [-0.01, -0.83, -0.95], [0.24, -2.88, 0.51], [-1.19, 0.86, -0.08], [0.18, 0.24, -0.51]], "e_tot_ev": -27408.4934, "orbital_gap_ha": [0.2879, 0.2671], "relative_energy_kj_mol": 185.3, "mol_weight_g_mol": 113.44, "total_charge": 0}



{"formula": "ClHNO2S", "method": "wB97M-V/def2-TZVPD", "symbols": ["N", "O", "O", "S", "Cl", "H"], "xyz": [[0.546483, -0.153060, -0.745482], [-3.664260, 0.389995, -0.761067], [-4.357369, 2.422545, -1.928538], [-3.278136, 1.699045, -1.263160], [-2.991330, 2.901759, 0.644680], [0.597198, -0.236426, 0.273448]], "forces_ev_per_a": [[0.10, -0.01, -0.52], [-0.15, -0.17, 0.20], [-0.01, -0.05, 0.15], [0.13, -0.25, -1.13], [0.06, 0.45, 0.81], [-0.12, 0.03, 0.49]], "e_tot_ev": -28956.9364, "orbital_gap_ha": [0.2190, 0.2194], "relative_energy_kj_mol": 337.1, "mol_weight_g_mol": 114.53, "total_charge": -1}



{"formula": "ClHf", "method": "wB97M-V/def2-TZVPD", "symbols": ["Hf", "Cl"], "xyz": [[12.432453, -22.931189, -28.188178], [11.843068, -22.096506, -26.351875]], "forces_ev_per_a": [[0.26, -0.36, -0.80], [-0.26, 0.36, 0.80]], "e_tot_ev": -13783.9875, "orbital_gap_ha": 0.3808, "relative_energy_kj_mol": 0.0, "mol_weight_g_mol": 213.94, "total_charge": 3}



{"formula": "ClHg2O8S", "method": "wB97M-V/def2-TZVPD", "symbols": ["Hg", "Hg", "S", "O", "O", "O", "O", "Cl", "O", "O", "O", "O"], "xyz": [[11.103620, 11.907170, -8.743370], [16.804750, 11.402830, -7.142080], [19.815830, 9.908220, -8.515670], [20.540190, 9.577700, -7.269880], [18.412140, 10.164560, -8.175820], [20.463240, 11.160920, -8.885210], [19.994790, 8.958060, -9.514000], [14.505020, 9.413220, -8.631600], [13.286090, 10.031800, -9.209330], [14.559180, 8.030720, -9.087440], [15.664260, 10.138990, -9.064720], [14.805780, 9.519070, -7.140950]], "forces_ev_per_a": [[0.15, -0.13, -0.02], [-0.59, -2.38, -1.63], [-0.58, 1.57, 2.41], [0.47, 0.29, -0.26], [-1.74, 0.31, 0.43], [0.96, 0.97, 0.24], [0.14, -2.43, -2.14], [-0.46, -2.03, -0.39], [1.52, -0.41, 2.01], [-0.16, 2.09, 1.29], [2.05, 2.07, -2.01], [-1.76, 0.07, 0.08]], "e_tot_ev": -48060.9016, "orbital_gap_ha": 0.0617, "relative_energy_kj_mol": 78.2, "mol_weight_g_mol": 596.69, "total_charge": 1}